Entry 1:
Density functional theory data (ωB97M-V with the def2-TZVPD basis set) for a gas-phase ion, C5H13N2 (charge +1) in a non-equilibrium geometry.

Geometry (Å):
C 0.43340 -1.65163 2.01925
C -0.15710 -0.95325 0.80084
C 0.05466 0.55911 1.06011
C 0.40752 1.47942 -0.04690
C 0.23723 1.24189 -1.39082
N -1.22153 1.15447 -1.84425
N 0.43356 -1.30538 -0.50972
H 1.49205 -1.41633 2.06560
H 0.33496 -2.73934 1.98403
H -0.05575 -1.34296 2.94214
H -1.21521 -1.21029 0.70505
H 0.96171 0.61937 1.68204
H -0.65443 0.88226 1.83721
H 0.80382 2.47165 0.17267
H 0.92389 0.94354 -2.16704
H -1.36392 0.59653 -2.69195
H -1.47218 2.11788 -2.04988
H -1.74434 0.77198 -1.05148
H 1.42385 -1.06561 -0.48871
H 0.42751 -2.32374 -0.53892

Values from the calculation:
F_max in eV/A: 2.205
HOMO level in eV: -12.57
Structure (SMILES): C[C@H](N)C/C=C\[NH3+]
Frontier orbital gap in eV: 8.012
Energy in Eh: -307.45324
Net charge: +1

=====

Entry 2:
Density functional theory data (ωB97M-V with the def2-TZVPD basis set) for 2 unconnected molecules or ions with the total composition C5H13N2 in a non-equilibrium geometry.

Geometry (Å):
C -0.61194 1.85646 1.22336
C -0.64241 0.36202 1.39616
C -1.78654 -0.38046 1.49713
N -1.82020 -1.72894 1.72332
H -1.07426 2.37162 2.06849
H 0.41235 2.24465 1.21016
H -1.16800 2.17701 0.33621
H 0.34139 -0.09895 1.41374
H -2.78401 0.03065 1.37115
H -2.63549 -2.01209 2.26779
H -0.94372 -2.02664 2.15403
C 1.91867 -1.34327 -1.73872
C 0.84457 0.91088 -1.63802
N 1.27389 -0.11921 -2.25085
H 2.98471 -1.28031 -1.94308
H 1.50010 -2.16511 -2.31525
H 1.67477 -1.44396 -0.68732
H 0.72016 0.93131 -0.56322
H 0.50158 1.73375 -2.25865
H 1.29438 -0.01940 -3.26643

Values from the calculation:
F_max in eV/A: 3.315
HOMO level (spin up / spin down) in eV: -18.52 / -21.06
2S+1: 2
Frontier orbital gap (spin up / spin down) in eV: 10.143 / 10.124
Energy in Eh: -307.10883
Net charge: +2

=====

Entry 3:
Density functional theory data (ωB97M-V with the def2-TZVPD basis set) for a gas-phase ion, C5H13N2 (charge +2) in a non-equilibrium geometry.

Geometry (Å):
C -2.33789 1.64442 -0.63084
C -1.12257 0.65174 -0.48038
C -0.11780 0.94712 0.73304
C 1.27328 0.29969 0.74368
C 1.43991 -0.93973 0.12733
N 2.75041 -1.63293 0.01458
N -1.67549 -0.73982 -0.35598
H -3.34707 1.26517 -0.39223
H -2.55971 2.17016 -1.58199
H -2.17415 2.56386 0.10871
H -0.52924 0.52195 -1.33641
H -0.71295 0.66940 1.62839
H -0.01587 2.10708 0.55871
H 1.94947 0.68006 1.49841
H 0.53263 -1.63947 -0.23181
H 3.08637 -1.85363 -1.00608
H 2.68310 -2.46631 0.71105
H 3.28787 -0.96674 0.45475
H -2.45532 -0.89290 0.24526
H -2.07908 -1.16875 -1.22400

Values from the calculation:
F_max in eV/A: 3.996
HOMO level (spin up / spin down) in eV: -16.79 / -16.79
2S+1: 2
Frontier orbital gap (spin up / spin down) in eV: 6.521 / 2.772
Energy in Eh: -306.94892
Net charge: +2

=====

Entry 4:
Density functional theory data (ωB97M-V with the def2-TZVPD basis set) for a gas-phase ion, C5H13N2O (charge -1) in a non-equilibrium geometry.

Geometry (Å):
C -1.85893 -0.34527 -0.13727
N -0.82586 0.37818 -0.95055
C -0.24551 1.53739 -0.16001
C 1.28568 1.68382 -0.34682
C 2.10984 0.36724 0.20191
O 1.86907 -0.63991 -0.71746
C -1.38386 -1.81219 0.12590
N -0.06510 -1.86486 0.84603
H -2.83253 -0.25753 -0.72697
H -2.10924 0.18654 0.82918
H -0.02737 -0.21342 -1.25815
H -0.49063 1.57873 1.01745
H -0.95430 2.41874 -0.51785
H 1.71217 2.50347 0.32286
H 1.67675 1.84562 -1.35304
H 3.08156 0.66501 0.18265
H 1.58158 -0.07438 1.01765
H -2.20247 -2.33155 0.62593
H -1.08136 -2.58089 -0.76311
H 0.00229 -1.25523 1.54985
H 0.75822 -1.78952 0.21182

Values from the calculation:
F_max in eV/A: 6.687
HOMO level in eV: -2.68
Structure (SMILES): NCCNCCC[O-]
Frontier orbital gap in eV: 6.835
Energy in Eh: -382.96639
Net charge: -1